{"formula": "C23H33FNO2P2Pm", "method": "ωB97M-V/def2-TZVPD", "elements": ["C", "C", "N", "C", "C", "C", "C", "P", "Pm", "P", "C", "C", "C", "C", "C", "C", "C", "O", "O", "H", "H", "H", "C", "C", "H", "H", "H", "H", "C", "C", "H", "H", "H", "H", "H", "H", "H", "H", "H", "H", "H", "H", "H", "H", "H", "H", "H", "H", "H", "H", "H", "H", "F", "C", "C", "C", "C", "C", "C", "H", "H", "H", "H"], "coordinates": [[2.5123, -3.4420, 1.3433], [2.0478, -2.1864, 0.9626], [0.8375, -2.0597, 0.3575], [0.1385, -3.1549, -0.0358], [0.5567, -4.4326, 0.3190], [1.7565, -4.5849, 1.0336], [2.8867, -0.9504, 1.2368], [1.9754, 0.6593, 1.3537], [-0.3408, 0.1277, 0.0591], [-1.2981, -1.4608, -1.9141], [-1.1801, -2.9481, -0.7948], [-0.2821, 2.1024, -1.2580], [-0.8022, 2.9774, -0.3437], [-1.1252, 4.2708, -0.8114], [-0.9200, 4.6177, -2.1530], [-0.4068, 3.6491, -3.0377], [-0.0885, 2.3568, -2.5883], [4.7688, -0.1120, -0.8006], [3.1451, 1.4371, -2.2635], [3.4367, -3.5231, 1.9177], [-0.0514, -5.2947, 0.0358], [2.0933, -5.5698, 1.3355], [1.2612, 0.7968, 3.0441], [3.0075, 2.1185, 1.0767], [-1.4091, -3.8001, -1.4402], [-2.0141, -2.9493, -0.0668], [3.6901, -0.7819, 0.4606], [3.4071, -1.0417, 2.1959], [-3.0569, -0.9274, -2.0438], [-0.7252, -1.9454, -3.5616], [-0.9954, 2.7301, 0.7045], [-1.5351, 5.0089, -0.1214], [-1.1511, 5.6325, -2.5044], [-0.2439, 3.9299, -4.0770], [0.2744, 1.5905, -3.2714], [2.3839, 0.7563, -2.0946], [2.6767, 2.2932, -2.3447], [4.3303, 0.5651, -1.3784], [5.1016, -0.8099, -1.4146], [1.4396, 0.0015, -1.6391], [2.0391, 0.8924, 3.8114], [0.6184, 1.6901, 3.0868], [0.6336, -0.0751, 3.2928], [3.8043, 2.2025, 1.8272], [3.4321, 2.0556, 0.0622], [2.3541, 2.9998, 1.1241], [-1.3615, -2.6891, -4.0572], [-0.6869, -1.0389, -4.1803], [0.2966, -2.3354, -3.4663], [-3.6783, -1.6809, -2.5512], [-3.4930, -0.7153, -1.0500], [-3.0757, 0.0129, -2.6211], [-5.2414, 0.4250, 4.2788], [-4.1983, 0.3461, 3.3778], [-4.1960, -0.7111, 2.4798], [-3.1364, -0.8037, 1.5561], [-2.1750, 0.1851, 1.6277], [-2.1484, 1.2412, 2.5114], [-3.2104, 1.3157, 3.4261], [-4.9905, -1.4601, 2.4771], [-3.0954, -1.6273, 0.8319], [-1.3419, 1.9978, 2.5214], [-3.2507, 2.1261, 4.1559]], "mulliken_charge": [-0.844, 0.436, 0.411, 0.811, -0.860, -0.537, -0.891, 0.976, -0.346, 0.841, -1.417, 1.281, -0.744, -0.618, -0.614, -0.447, -0.828, -0.718, -0.845, 0.477, 0.469, 0.414, -1.314, -1.144, 0.552, 0.379, 0.329, 0.553, -1.182, -1.251, 0.166, 0.374, 0.375, 0.374, 0.373, -0.137, 0.318, 0.341, 0.286, 0.275, 0.491, 0.253, 0.311, 0.408, 0.301, 0.353, 0.402, 0.349, 0.345, 0.407, 0.359, 0.339, -0.349, 0.179, -0.840, -0.263, 1.140, -0.121, -0.936, 0.412, -0.133, 0.110, 0.409], "orbital_gap_ev": [6.53, 6.61], "max_force_ev_per_a": 3.0, "multiplicity": 5}